{
  "formula": "C15H35AsCuF6N6O8",
  "method": "wB97M-V/def2-TZVPD",
  "charge": 0,
  "spin_multiplicity": 2,
  "orbital_gap_ha": [0.191, 0.173],
  "s2": 0.756,
  "symbols": ["F", "C", "F", "H", "H", "H", "H", "C", "H", "C", "C", "O", "C", "N", "H", "H", "As", "H", "H", "H", "O", "H", "C", "H", "H", "C", "H", "N", "N", "C", "H", "H", "H", "C", "H", "H", "N", "H", "H", "H", "C", "O", "H", "H", "F", "H", "C", "Cu", "O", "F", "H", "H", "O", "O", "C", "C", "H", "O", "N", "F", "F", "H", "H", "C", "H", "N", "O", "H", "H", "H", "H", "C"],
  "coordinates": [[5.238139, -5.553336, 1.278989], [-3.702651, -5.442806, -1.464391], [2.964129, -4.311326, 1.558529], [6.140049, 3.399204, -4.414971], [-6.482241, 1.468564, 4.417439], [7.708009, -0.516486, -2.527581], [-2.743631, -6.779406, -3.197941], [-1.149881, -5.671566, -4.338831], [-2.365511, 0.373854, -5.903691], [-4.882121, 3.931054, 2.003299], [-6.185761, 1.052264, -5.002471], [-3.957551, 1.363264, 2.364679], [-2.464361, -5.123196, -2.283091], [2.342299, 1.932024, 6.892339], [-3.828871, 4.012654, 2.271809], [0.644259, 0.838384, 6.744669], [3.683959, -5.928086, 2.153229], [-5.017261, 0.446504, 4.581719], [5.154029, 2.366824, 5.682669], [-1.508591, -5.305166, -5.300691], [2.970799, 1.229874, 4.852899], [0.448629, 2.394724, 5.969389], [5.778369, 1.757734, -3.068211], [-4.992171, 3.861304, 0.921119], [-5.367781, 4.832004, 2.378179], [4.678939, 1.626664, 6.326529], [-6.035541, 0.755624, -6.040511], [7.022389, 1.488724, -2.985271], [-2.157801, -5.959726, -3.268911], [-3.745141, 1.550864, -4.721271], [5.163699, 0.663104, 6.169419], [-6.389581, 2.964964, 3.094389], [4.797949, 2.393954, -4.961751], [7.593609, 0.468794, -2.075671], [-4.309441, -6.260426, -1.853501], [4.833009, 1.925494, 7.363379], [-5.530971, 2.797294, 2.589639], [-0.322231, -5.087446, -3.936461], [-6.250301, -0.010656, 3.332649], [-0.664581, -6.619796, -4.569991], [5.290259, 2.804374, -4.080111], [2.009029, 6.864654, 2.017969], [-3.999651, 0.260344, -6.484121], [7.108449, 0.438084, -1.100081], [3.225619, -6.796776, 0.591299], [7.631769, 2.042974, -3.569711], [-3.262621, 0.962714, -6.094821], [0.527629, 0.308594, 0.087149], [-1.891601, -4.009826, -2.209111], [2.162129, -6.228676, 2.984299], [-6.633951, 0.440494, -4.219541], [-3.638511, -5.601276, -0.387891], [1.754569, 5.145834, 0.929579], [3.664849, 6.205144, 1.064839], [-5.051191, 1.610264, 2.844879], [3.209229, 1.580924, 5.987599], [-4.993361, 1.742014, -3.350851], [-2.879741, 1.933114, -3.881131], [2.508769, 6.029274, 1.344799], [4.335599, -7.515076, 2.720219], [4.318469, -5.092276, 3.605799], [4.635199, 3.551664, -3.632271], [-4.271681, -4.537456, -1.675691], [-5.793711, 0.798564, 3.902539], [2.719719, 2.551474, 7.595149], [-4.988651, 1.581074, -4.347941], [4.911059, 1.074084, -2.546121], [-6.831311, 1.928964, -4.949961], [0.466819, 2.228404, 7.767379], [-2.905371, 1.755384, -6.752211], [8.652219, 0.722214, -2.019021], [0.901679, 1.894474, 6.825319]],
  "forces_ev_per_a": [[-1.6, -0.2, 1.1], [-0.5, 0.2, -0.3], [0.9, -2.1, 0.6], [0.1, 0.1, -0.4], [-0.2, -0.5, 0.0], [-1.0, -0.1, -0.1], [0.6, -0.3, -1.0], [0.2, -1.6, 1.0], [-0.1, 0.0, 0.4], [0.1, 0.1, -0.5], [-0.1, 2.1, 1.8], [0.7, -1.6, -0.1], [1.2, 3.2, 0.0], [-1.2, 1.9, 2.7], [0.0, -0.4, 0.0], [-0.3, 0.0, -0.1], [1.1, 0.1, -1.3], [-0.3, -0.2, 0.0], [0.0, -0.1, 0.0], [-0.5, 0.4, 0.4], [-1.5, -0.5, -1.0], [0.2, 0.3, 0.0], [-5.1, -0.1, -1.8], [0.3, 0.4, -0.1], [-0.1, -0.1, -0.2], [0.1, 0.6, 1.0], [-0.1, -0.5, 0.6], [4.0, -0.5, 0.5], [0.1, -0.5, -0.8], [4.8, -0.1, 0.2], [-0.3, 0.0, -0.1], [0.1, 0.5, -0.3], [0.1, -0.4, 0.3], [1.0, 0.5, -1.0], [0.2, -0.2, -0.2], [0.3, 0.0, 0.1], [-3.2, 1.8, 1.2], [-0.6, 0.4, 0.1], [-0.3, -0.2, 0.6], [-0.1, -0.2, 0.0], [1.3, 1.0, 0.2], [-2.0, 2.8, 2.8], [0.0, 0.4, -0.5], [0.0, 0.1, -0.3], [-0.1, 1.3, 2.0], [0.2, -0.3, 0.4], [-0.3, 0.2, 1.5], [0.1, -0.2, 0.0], [-0.9, -1.6, 0.6], [0.8, 0.0, -0.8], [-0.1, -1.1, -1.0], [0.6, 0.3, -0.2], [0.9, -0.2, 0.1], [1.2, -0.9, -0.5], [2.3, -0.1, 0.6], [2.7, -0.8, -2.4], [-0.6, 0.2, 0.0], [-1.0, -0.5, -1.6], [-0.1, -1.8, -2.3], [-0.6, 1.7, -0.4], [-0.6, -0.8, -1.3], [-0.2, -0.4, 0.3], [-0.3, 0.0, 0.5], [0.8, 0.3, -1.2], [0.0, -0.4, 0.2], [-1.3, -0.6, -0.2], [-0.5, -0.3, 1.2], [-0.5, -0.1, -0.8], [0.2, 0.2, -0.2], [-0.6, 0.0, -0.2], [0.0, 0.4, 0.7], [-0.3, -1.2, -0.3]]
}